*one*
19
Properties=species:S:1:pos:R:3 method="wB97M-V/def2-TZVPD" smiles=CCC.CC homo_ev=-11.061 lumo_energy_ev=1.1
C 1.371 0.008 1.671
C -0.078 -0.400 1.321
C 1.544 1.527 1.654
H 1.794 -0.445 2.563
H 2.020 -0.312 0.847
H -0.642 0.510 1.396
H 0.969 2.007 2.438
H 2.590 1.835 1.711
H 1.218 1.973 0.709
H -0.203 -0.572 0.254
H -0.408 -1.260 1.888
C -1.172 -1.357 -2.126
C -1.346 0.155 -1.974
H -2.098 -1.901 -1.950
H -0.762 -1.633 -3.095
H -0.536 -1.771 -1.339
H -0.435 0.743 -1.908
H -2.037 0.365 -1.161
H -1.788 0.527 -2.898

*two*
19
Properties=species:S:1:pos:R:3 method="wB97M-V/def2-TZVPD" smiles=CCC.CC homo_ev=-11.083 lumo_energy_ev=1.1
C 1.736 -1.139 1.556
C 1.542 0.284 1.997
H 0.868 -1.803 1.718
H 1.899 -1.285 0.477
H 2.605 -1.621 2.019
H 2.272 0.690 2.699
H 0.701 0.822 2.485
H 1.576 1.066 1.147
C -1.124 0.737 -0.879
C 0.037 0.139 -1.687
C -2.466 0.139 -1.192
H -0.994 0.491 0.189
H -1.086 1.809 -0.919
H -0.125 -0.910 -1.934
H -2.553 -0.873 -0.856
H -3.388 0.636 -0.778
H 0.965 0.216 -1.122
H 0.162 0.655 -2.673
H -2.630 -0.052 -2.247

*three*
19
Properties=species:S:1:pos:R:3 method="wB97M-V/def2-TZVPD" smiles=CCC.CC homo_ev=-10.949 lumo_energy_ev=1.1
C -0.745 1.471 0.146
C -1.624 0.224 0.024
C -1.462 2.796 -0.180
H -0.226 1.483 1.106
H 0.134 1.368 -0.487
H -2.565 0.388 -0.498
H -2.463 2.683 -0.582
H -1.467 3.410 0.719
H -0.881 3.324 -0.940
H -1.088 -0.642 -0.339
H -2.019 -0.080 1.001
C 1.855 -2.785 0.183
C 1.597 -1.340 -0.275
H 1.212 -3.090 1.014
H 1.997 -3.508 -0.619
H 2.835 -2.889 0.678
H 0.787 -0.863 0.257
H 1.644 -1.119 -1.336
H 2.479 -0.830 0.128

Quick one: most stable of them? *one*

*one*
10
Properties=species:S:1:pos:R:3 method="wB97M-V/def2-TZVPD" smiles="[H]/N=C1/N=CC(=S)N1" homo_ev=-9.478 lumo_energy_ev=-1.6
C -1.017 -0.095 -0.038
C 1.258 0.081 -0.067
C 0.540 1.379 0.010
H -2.180 -1.581 0.008
H 0.277 -1.799 0.136
H 1.075 2.286 0.165
N -2.210 -0.554 -0.019
N 0.171 -0.802 -0.061
N -0.762 1.307 -0.094
S 2.849 -0.220 -0.039

*two*
10
Properties=species:S:1:pos:R:3 method="wB97M-V/def2-TZVPD" smiles="[H]/N=C1/N=CNC1=S" homo_ev=-9.313 lumo_energy_ev=-1.4
C -0.132 -0.731 0.676
C 1.103 -0.181 -0.965
C -0.732 0.497 0.041
H -1.188 -0.867 2.191
H 1.834 -0.197 -1.826
H 0.453 1.923 -1.440
N -0.386 -1.334 1.812
N 0.977 -1.150 -0.174
N 0.098 0.796 -1.028
S -2.027 1.246 0.713

*three*
10
Properties=species:S:1:pos:R:3 method="wB97M-V/def2-TZVPD" smiles="S/C=C1/C=NN=N1" homo_ev=-9.666 lumo_energy_ev=-1.1
C -0.157 -0.736 0.772
C -0.122 0.115 -0.256
C 1.062 0.777 -0.763
H -0.936 -1.995 2.535
H 0.806 -0.857 1.321
H 2.137 0.749 -0.355
N 0.724 1.482 -1.772
N -0.782 1.386 -1.868
N -1.175 0.515 -1.032
S -1.556 -1.436 1.417

*four*
10
Properties=species:S:1:pos:R:3 method="wB97M-V/def2-TZVPD" smiles=Sc1nccnn1 homo_ev=-9.289 lumo_energy_ev=-0.7
C -0.453 0.113 -0.176
C 1.679 1.086 0.192
C 2.121 -0.219 -0.030
H -1.974 -1.315 0.630
H 2.266 1.909 0.432
H 3.128 -0.400 0.349
N 0.324 1.239 -0.229
N 1.410 -1.179 -0.002
N 0.080 -1.181 -0.101
S -2.263 0.111 0.062

Quick one: most stable of them? *one*

*one*
11
Properties=species:S:1:pos:R:3 method="wB97M-V/def2-TZVPD" homo_ev=-9.340 lumo_energy_ev=-1.4
C 0.188 0.200 -0.082
C -0.215 -1.164 0.289
H -2.492 0.602 0.121
H -0.265 2.215 -0.429
H 0.630 -1.699 0.982
H 2.899 -0.590 -0.045
N -0.697 1.209 -0.646
N 1.416 0.343 -0.364
O -1.803 1.538 0.408
O 2.023 -0.885 0.049
S -1.683 -1.769 -0.283

*two*
11
Properties=species:S:1:pos:R:3 method="wB97M-V/def2-TZVPD" homo_ev=-8.982 lumo_energy_ev=0.7
C 0.451 1.178 -0.133
C -1.463 -1.051 -0.098
H 3.272 -0.664 -0.406
H 0.120 2.085 -0.596
H -1.309 1.147 0.874
H -1.348 -2.128 -0.059
N 1.446 0.587 -0.612
N -0.370 0.754 0.922
O -0.591 -0.648 0.821
O -2.208 -0.387 -0.757
S 2.001 -0.873 0.044

*three*
11
Properties=species:S:1:pos:R:3 method="wB97M-V/def2-TZVPD" homo_ev=-9.582 lumo_energy_ev=0.5
C -1.463 -0.664 -0.153
C 2.025 0.320 0.202
H -1.127 2.404 -0.565
H -2.428 -1.297 -0.309
H -0.186 -2.108 0.665
H 1.553 0.583 1.147
N -1.679 0.575 -0.342
N -0.245 -1.173 0.363
O -0.680 1.578 -0.214
O 3.047 0.803 -0.198
S 1.183 -1.021 -0.597

Quick one: most stable of them? *two*

*one*
87
Properties=species:S:1:pos:R:3 method="wB97M-V/def2-TZVPD" multiplicity=4 s2=3.84 total_charge=+1 homo_ev="-9.407 / -9.994" lumo_energy_ev="-2.7 / -5.6"
V -2.061 1.126 1.112
C -2.638 3.466 0.822
C -4.035 3.289 0.902
C -4.461 2.603 -0.246
C -3.336 2.309 -1.029
C -2.195 2.860 -0.386
H -2.020 4.023 1.508
H -4.666 3.653 1.701
H -5.479 2.348 -0.499
H -3.347 1.827 -1.996
H -1.228 3.015 -0.843
N -2.046 -3.176 1.381
C -0.672 -3.093 1.548
C 0.293 -4.070 1.753
C 1.583 -3.623 1.960
C 1.890 -2.254 1.969
C 0.929 -1.286 1.749
C -0.375 -1.726 1.523
N -1.555 -1.010 1.320
C -2.509 -1.913 1.268
C -3.896 -1.487 1.244
C -5.038 -2.218 1.322
S -6.377 -1.168 1.452
C -5.331 0.173 1.372
N -4.068 -0.121 1.254
H -2.602 -4.013 1.412
H 0.048 -5.123 1.770
H 2.370 -4.343 2.141
H 2.907 -1.947 2.173
H 1.166 -0.230 1.812
H -5.156 -3.289 1.339
H -5.691 1.187 1.409
C 5.817 2.243 -4.205
C 4.551 1.830 -3.516
C 4.253 2.278 -2.235
C 3.083 1.909 -1.586
C 2.808 2.412 -0.198
C 2.204 1.046 -2.263
Te 0.500 0.489 -1.205
N -0.750 1.610 2.082
C 0.289 1.990 2.861
O 1.454 1.707 2.581
C -0.035 2.732 4.123
C -1.325 3.172 4.405
C -1.583 3.861 5.580
C -0.556 4.104 6.481
C 0.731 3.663 6.205
C 0.993 2.983 5.027
C 0.325 -1.523 -1.768
C 1.410 -2.404 -1.665
C 2.807 -1.996 -1.283
C 1.178 -3.748 -1.942
C -0.071 -4.227 -2.305
C -0.287 -5.683 -2.601
C -1.125 -3.323 -2.399
C -0.953 -1.974 -2.138
C -2.114 -1.034 -2.307
C 2.455 0.601 -3.571
C 1.510 -0.275 -4.348
C 3.637 1.004 -4.167
H 6.447 2.846 -3.554
H 5.592 2.827 -5.099
H 6.385 1.369 -4.524
H 4.948 2.936 -1.728
H 3.537 3.168 0.088
H 2.851 1.621 0.551
H 1.820 2.871 -0.108
H -2.121 2.974 3.701
H -2.585 4.209 5.794
H -0.759 4.638 7.401
H 1.531 3.853 6.908
H 1.989 2.639 4.788
H 2.827 -1.206 -0.534
H 3.361 -1.643 -2.154
H 3.340 -2.851 -0.871
H 2.006 -4.442 -1.854
H 0.592 -6.274 -2.354
H -0.508 -5.831 -3.659
H -1.135 -6.075 -2.037
H -2.106 -3.679 -2.697
H -3.029 -1.583 -2.523
H -1.944 -0.338 -3.132
H -2.295 -0.432 -1.411
H 0.466 -0.102 -4.080
H 1.722 -1.333 -4.181
H 1.613 -0.079 -5.414
H 3.847 0.681 -5.181

*two*
87
Properties=species:S:1:pos:R:3 method="wB97M-V/def2-TZVPD" multiplicity=4 s2=3.76 total_charge=+1 homo_ev="-10.029 / -10.538" lumo_energy_ev="-2.7 / -2.7"
V -0.035 -2.578 2.019
C -1.585 -3.411 3.339
C -0.600 -4.416 3.169
C 0.616 -3.929 3.722
C 0.382 -2.632 4.239
C -0.978 -2.303 3.992
H -2.633 -3.501 3.103
H -0.767 -5.405 2.776
H 1.532 -4.488 3.825
H 1.089 -2.032 4.787
H -1.499 -1.438 4.371
N 0.491 -1.248 -1.443
C -0.490 -1.970 -2.136
C -0.777 -2.066 -3.487
C -1.882 -2.831 -3.838
C -2.659 -3.472 -2.867
C -2.353 -3.374 -1.517
C -1.253 -2.611 -1.161
N -0.730 -2.299 0.096
C 0.286 -1.461 -0.117
C 2.235 -0.440 0.976
C 2.228 1.107 0.796
S 3.227 1.829 2.107
C 3.353 0.228 2.845
N 2.869 -0.773 2.250
H 1.243 -0.722 -1.858
H -0.176 -1.564 -4.236
H -2.149 -2.931 -4.882
H -3.515 -4.056 -3.178
H -2.947 -3.875 -0.764
H 2.601 1.402 -0.173
H 3.867 0.145 3.799
C -0.753 7.893 -0.190
C -0.458 6.448 0.109
C 0.785 5.893 -0.149
C 1.094 4.560 0.115
C 2.501 4.129 -0.232
C 0.088 3.753 0.669
Te 0.197 1.682 1.201
N 0.854 -0.904 0.998
C 3.062 -1.086 -0.184
O 3.343 -0.396 -1.144
C 3.374 -2.539 -0.165
C 3.003 -3.392 0.874
C 3.232 -4.754 0.771
C 3.860 -5.269 -0.354
C 4.274 -4.419 -1.374
C 4.023 -3.062 -1.284
C -1.105 0.946 -0.294
C -0.933 1.200 -1.659
C 0.241 1.931 -2.244
C -1.898 0.717 -2.536
C -2.992 -0.014 -2.098
C -4.009 -0.553 -3.067
C -3.117 -0.264 -0.736
C -2.193 0.199 0.189
C -2.388 -0.136 1.649
C -1.177 4.294 0.967
C -2.316 3.514 1.585
C -1.424 5.626 0.667
H 0.114 8.396 -0.614
H -1.045 8.423 0.717
H -1.579 7.980 -0.898
H 1.561 6.522 -0.572
H 3.040 4.967 -0.669
H 2.524 3.327 -0.965
H 3.071 3.819 0.645
H 2.593 -2.986 1.789
H 2.934 -5.410 1.578
H 4.033 -6.334 -0.435
H 4.787 -4.818 -2.240
H 4.319 -2.390 -2.078
H 1.131 1.815 -1.632
H 0.039 3.000 -2.340
H 0.471 1.544 -3.238
H -1.772 0.899 -3.599
H -3.792 -0.239 -4.087
H -5.011 -0.210 -2.807
H -4.015 -1.644 -3.041
H -3.961 -0.845 -0.378
H -3.242 -0.799 1.773
H -2.572 0.752 2.254
H -1.514 -0.648 2.059
H -1.992 2.863 2.398
H -2.830 2.901 0.840
H -3.047 4.198 2.011
H -2.404 6.033 0.893

Quick one: most stable of them? *two*